40
Properties=species:S:1:pos:R:3 method="wB97M-V/def2-TZVPD" lumo_energy_ev="-7.60 / -9.90" total_charge=+2 e_tot_ev=-71840.37776 max_force_ha_per_bohr=0.05889 homo_ev="-15.686 / -14.171"
Bi -1.469 0.070 -1.318
Cl -2.013 -0.706 1.020
Cl -3.266 -1.471 -1.951
S -0.578 3.944 2.887
P 0.370 -1.948 -1.351
O 2.204 1.096 0.591
O 0.706 2.042 -3.042
N -1.494 3.648 0.363
N -0.570 1.758 1.465
C -0.295 -3.388 -0.437
C -0.011 2.432 3.637
C 0.486 2.249 4.928
C -0.434 1.698 -3.095
C 0.864 -0.106 4.385
C -1.437 1.900 -4.206
C -0.062 1.365 2.700
C 1.405 0.570 -0.033
C 2.168 -2.193 -1.171
C 0.402 0.094 3.083
C 0.084 -2.394 -3.094
C 0.914 0.962 5.294
C -0.953 3.012 1.453
H -1.832 4.588 0.564
H 0.242 -3.474 -3.209
H -0.949 -2.156 -3.383
H 0.322 -0.718 2.360
H -2.349 2.373 -3.813
H 2.454 -2.161 -0.110
H 1.200 -1.098 4.695
H 2.716 -1.409 -1.710
H 1.290 0.801 6.305
H -1.031 2.513 -5.026
H -2.083 3.065 -0.222
H 0.520 3.110 5.593
H 0.782 -1.845 -3.740
H 2.465 -3.172 -1.581
H -1.784 0.927 -4.600
H -0.074 -4.305 -1.003
H -1.381 -3.292 -0.306
H 0.179 -3.444 0.554